# C7H20O4

5 unconnected molecules or ions with the total composition C7H20O4 at a distorted geometry (ωB97M-V/def2-TZVPD, the OMol25 dataset).

Structure (ORCA input):
```
! RIJCOSX wB97M-V def2-TZVPD def2/J DEFGRID3
* xyz 0 1
C 2.61 1.46 -0.53
C 1.60 1.52 0.65
C 0.83 0.24 0.85
C -0.25 -0.27 0.16
C -0.99 0.43 -0.95
C -1.91 -0.21 -1.69
C 1.32 -0.50 2.03
H 2.55 0.39 -0.78
H 3.52 1.57 -0.11
H 2.37 2.04 -1.38
H 2.11 1.72 1.60
H 0.95 2.48 0.62
H -0.78 -1.28 0.53
H -0.54 1.33 -1.25
H -2.36 0.33 -2.44
H -2.00 -1.27 -1.58
H 1.00 -0.04 2.94
H 2.48 -0.58 1.87
H 1.21 -1.61 1.94
H -2.75 0.69 0.87
H -3.90 1.56 0.47
O -3.15 1.50 1.12
H -0.32 -3.80 -1.18
H -1.02 -2.98 -2.19
O -1.20 -3.62 -1.43
H -2.27 3.20 0.89
H -1.64 3.45 -0.29
O -1.73 3.84 0.54
H 1.79 -3.50 -1.06
H 0.84 -3.90 0.11
O 1.65 -4.18 -0.32
*
```

Output
- Calculated total energy: -579.5483 a.u.
- Orbital gap: 9.052 eV
- Energy above the lowest of the compared OMol25 structures with the same formula, charge and spin: 66.4 kcal per mole
- HOMO: -0.3228 Ha